Record 1
Computed, not measured: a 2-piece molecular cluster, H3O2PS overall, with ωB97M-V/def2-TZVPD.

```
7
H3O2PS, DFT ωB97M-V/def2-TZVPD
O 0.5597 -0.1449 -1.6003
P 0.1043 -1.3842 -0.6498
S -1.8218 -1.2282 -0.6261
H 1.4975 0.0567 -1.6098
O 0.2419 0.8742 1.3564
H -0.4553 1.4591 1.0413
H -0.1263 0.3672 2.0883
```

Summary:
LUMO energy = -0.57 eV
HOMO-LUMO gap = 8.638 eV
DFT total energy = -891.84319 Eh

***

Record 2
Computed, not measured: the molecule H3O2PS, with ωB97M-V/def2-TZVPD.

```
7
H3O2PS, DFT ωB97M-V/def2-TZVPD
O -0.8830 -1.0614 -0.5575
P 0.1210 -0.0501 0.2115
O -0.3590 1.4420 -0.3017
S 1.9703 -0.5740 0.2276
H -0.2259 -1.6730 -0.8766
H -0.8488 -0.2761 1.5682
H 0.2254 2.1927 -0.2715
```

Summary:
LUMO energy = 0.61 eV
HOMO-LUMO gap = 10.407 eV
DFT total energy = -891.85352 Eh

***

Calculated values (eV) of HOMO level for the records, taken in order: -9.210; -9.802.